# 1
This record from the OMol25 dataset describes a molecular structure, C9H21F6NO8S2V. The level of theory is the ωB97M-V functional and the def2-TZVPD basis.

Computed properties:
HOMO-LUMO gap (alpha / beta)	4.8 / 4.8	eV
energy relative to the best compared isomer or geometry (same formula, charge and spin)	7.640	eV
HOMO energy (alpha / beta)	-9.198 / -9.198	eV
2S+1	4

Atoms and positions in Å:
V  -2.01277  -0.46186  3.22617
C  0.46883  0.73346  1.51106
O  -0.75162  0.80805  2.15719
H  0.60234  1.37870  0.63844
H  1.37232  0.88645  2.12513
H  0.76285  -0.27940  1.17612
C  0.16878  -5.25808  -2.58934
F  0.29549  -6.40865  -3.24431
F  1.27505  -4.55278  -2.85714
F  -0.84477  -4.53176  -3.05277
S  -0.02200  -5.65842  -0.76065
O  -1.42283  -5.97731  -0.72343
O  0.87606  -6.70236  -0.38559
N  0.17346  -4.21566  0.08488
S  1.74596  -3.93857  0.26215
O  2.62021  -4.66118  -0.61893
O  2.04692  -2.52157  0.25988
C  2.07860  -4.58085  2.03187
F  2.47553  -3.60639  2.84421
F  0.90523  -5.02453  2.53302
F  2.84318  -5.65387  2.00101
C  -0.07416  -0.64354  -2.33712
C  -1.23459  -1.40006  -1.72487
O  -1.18689  -1.38307  -0.30300
H  0.87053  -1.01827  -1.93645
H  -0.17969  0.41194  -2.05258
H  -0.01827  -0.68149  -3.42354
H  -1.23147  -2.42346  -2.10217
H  -2.19532  -0.99193  -2.06735
H  -0.70374  -0.57787  -0.09291
C  0.20706  3.29466  -1.30969
C  0.34494  4.01913  -2.63504
O  1.55198  4.78263  -2.62650
H  1.12504  2.74287  -1.10803
H  -0.62719  2.58803  -1.36095
H  0.01534  3.99515  -0.49374
H  -0.45704  4.74390  -2.79314
H  0.34508  3.26791  -3.42209
H  1.42752  5.60536  -2.14914
C  -1.64720  5.78514  3.44496
C  -1.65596  4.49421  2.64513
O  -0.86418  3.53110  3.33072
H  -0.61687  6.13179  3.53100
H  -2.08939  5.63336  4.43021
H  -2.23235  6.60129  3.01811
H  -1.24832  4.61367  1.64104
H  -2.71682  4.22027  2.59494
H  -0.56485  2.88383  2.68320

=====

# 2
This record from the OMol25 dataset describes a molecular structure, C9H21FIO2P2Y. The level of theory is the ωB97M-V functional and the def2-TZVPD basis.

Computed properties:
total charge	+2
HOMO-LUMO gap (alpha / beta)	5.6 / 5.8	eV
HOMO energy (alpha / beta)	-15.091 / -15.081	eV

Atoms and positions in Å:
C  0.01144  -0.58582  -2.84522
C  0.04038  0.50302  -1.85651
H  0.02494  -0.11854  -3.84267
H  -0.87812  -1.21619  -2.73572
H  0.86432  -1.26590  -2.73539
O  0.07203  1.67544  -2.12586
I  0.04887  -0.60490  3.12134
Y  0.08741  -0.17970  0.16383
P  2.44169  -0.20107  0.32202
C  3.19888  1.34064  0.87086
C  3.00958  -1.46479  1.47524
H  4.03890  -1.72992  1.22236
H  4.30890  -0.63361  -1.11647
H  2.36069  -2.34893  1.41712
H  2.86930  -1.55854  -1.62403
H  2.81226  1.59948  1.86489
H  2.95131  -1.06469  2.49277
C  3.22540  -0.58776  -1.25396
H  4.28492  1.21362  0.91356
H  2.98084  0.17798  -2.00099
H  2.95475  2.15575  0.17602
P  -2.43205  -0.08830  0.28489
C  -3.07854  1.52570  0.87124
C  -3.19809  -0.41024  -1.25306
H  -2.43216  -2.21102  1.42519
H  -4.07152  -1.49524  1.23454
H  -2.94467  -0.89330  2.50234
C  -3.02452  -1.28986  1.48542
H  -2.89547  -1.39726  -1.61520
H  -4.28176  -0.39616  -1.10605
H  -4.14539  1.45887  0.91446
H  -2.76846  2.31888  0.17772
H  -2.91466  0.34164  -1.99503
H  -2.66723  1.76294  1.86593
C  0.14417  1.86588  0.66574
O  0.10291  2.91173  1.02060
F  -1.10124  0.89018  1.61809

=====

# 3
This record from the OMol25 dataset describes a molecular structure, C9H21INOP2RhS. The level of theory is the ωB97M-V functional and the def2-TZVPD basis.

Computed properties:
total charge	+2
HOMO-LUMO gap (alpha / beta)	8.2 / 5.5	eV
energy relative to the best compared isomer or geometry (same formula, charge and spin)	0.021	eV
HOMO energy (alpha / beta)	-15.036 / -16.098	eV
2S+1	5

Atoms and positions in Å:
C  0.49795  -0.10671  -2.70161
I  -2.62235  -0.52393  -2.46431
H  1.46360  -0.11076  -2.14568
H  0.42657  0.70738  -3.41939
H  0.51306  -1.04592  -3.30231
Rh  -0.46270  0.01844  -1.02914
P  -0.03017  2.30648  -0.65619
C  -1.62956  3.10526  -1.01693
C  0.54334  3.05115  0.89392
H  0.77208  4.11728  0.82947
H  1.43692  3.92889  -1.75399
H  1.46047  2.52858  1.18867
H  2.20178  2.34256  -1.47180
H  -2.37666  2.78041  -0.27154
H  -0.18555  2.90161  1.69792
C  1.28742  2.84647  -1.79855
H  -1.55317  4.20342  -0.97327
H  1.06820  2.53755  -2.82060
H  -1.99284  2.79818  -2.00882
P  -0.02330  -2.20202  -0.27902
C  -1.53314  -3.25858  -0.38050
C  1.17339  -2.73658  -1.55550
H  1.60277  -2.32280  1.49972
H  0.95428  -3.91770  1.07441
H  -0.00286  -2.82085  2.07316
C  0.69894  -2.85949  1.23593
H  2.06960  -2.13695  -1.38676
H  1.38007  -3.80114  -1.44803
H  -1.28055  -4.29004  -0.09456
H  -1.96189  -3.23453  -1.38948
H  0.79455  -2.52401  -2.55355
H  -2.28083  -2.87943  0.33166
C  -1.69984  -0.00659  0.36364
O  -2.47776  -0.03254  1.21776
S  0.21467  0.22015  3.61445
C  0.63874  0.21430  2.05727
N  0.91495  0.20258  0.87305

=====

The following E_tot values (in eV) correspond, in order, to the records above: -91198.296 -44186.021 -53713.295.